Below is a structure of composition C44H110N7O15Zn, with properties calculated with wB97M-V/def2-TZVPD.

```
! wB97M-V def2-TZVPD RIJCOSX def2/J DEFGRID3
* xyz 1 1
Zn -5.03228 15.82987 0.05590
C 0.14985 15.43836 4.51659
C -1.16852 16.19887 4.82709
O -2.18080 16.17105 3.86733
H 0.89617 15.65587 5.28066
H 0.51339 15.81928 3.56221
H -0.12876 14.38468 4.50152
H -0.93761 17.22809 5.10182
H -1.42069 15.82154 5.81811
C -8.91475 23.41082 15.49777
O -9.14159 22.19554 14.83399
C -8.55838 22.07465 13.52401
C -7.02387 21.84486 13.55985
N -6.45157 21.36381 12.23758
C -6.53963 22.49480 11.26210
C -5.92684 22.14370 9.85764
O -6.03917 23.25484 8.92184
C -5.89312 22.83661 7.58046
H -7.88759 23.67370 15.75061
H -9.48990 23.53140 16.41579
H -9.23740 24.27254 14.91346
H -8.83313 22.88337 12.84682
H -8.95546 21.17183 13.05996
H -6.86777 21.08999 14.33050
H -6.52420 22.76000 13.87758
H -7.12060 20.71463 11.84891
H -6.01661 23.36342 11.66216
H -7.57714 22.76420 11.06438
H -6.56206 21.31469 9.54566
H -4.89162 21.81363 9.94419
H -4.94284 22.30340 7.60785
H -5.92780 23.58078 6.78477
H -6.78905 22.23733 7.41837
C 2.35015 9.56337 -4.77660
O 2.00815 8.67566 -3.77127
C 2.36791 7.31562 -4.05926
C 1.83674 6.32447 -3.00311
N 2.51354 6.62433 -1.76369
C 1.94003 5.97755 -0.62274
C 2.53308 6.53098 0.69678
O 2.35520 7.95244 0.88841
C 2.94825 8.29668 2.07484
H 1.75649 10.47750 -4.77088
H 2.28638 9.09120 -5.75695
H 3.41866 9.76796 -4.70930
H 3.45460 7.39102 -4.09844
H 1.91274 6.96039 -4.98378
H 1.99432 5.32040 -3.39696
H 0.75782 6.45963 -2.92721
H 2.59519 7.62694 -1.67315
H 2.07888 4.91064 -0.79748
H 0.89158 6.26243 -0.53507
H 3.59382 6.28022 0.70457
H 2.08109 5.98638 1.52577
H 2.46505 7.92023 2.97645
H 2.85140 9.38198 2.04614
H 4.02607 8.13750 2.10744
C 15.65397 24.42454 9.89394
O 14.60830 24.47202 10.91253
C 13.46459 23.61527 10.67276
C 12.45195 24.01118 9.47571
N 11.55766 22.88807 9.16612
C 10.58705 23.29946 8.20207
C 9.80533 22.03485 7.66503
O 8.45805 22.50077 7.29854
C 7.58416 21.63150 6.63946
H 16.48707 25.05532 10.20404
H 15.27713 24.87688 8.97662
H 16.05649 23.42761 9.71445
H 12.85188 23.52770 11.56999
H 13.95491 22.66098 10.48033
H 12.94869 24.39495 8.58460
H 11.80192 24.82675 9.79259
H 12.03784 22.09855 8.75847
H 11.19727 23.73622 7.41152
H 9.95778 24.11178 8.56575
H 9.84701 21.22090 8.38880
H 10.40815 21.62020 6.85708
H 6.99908 21.00538 7.31308
H 8.09838 21.11249 5.83057
H 6.87958 22.32092 6.17429
C -7.06638 18.06429 -0.20656
O -5.68817 17.81887 -0.58028
C -5.29263 18.72129 -1.64991
C -3.73520 18.36708 -1.95244
N -3.58982 16.97494 -2.24262
C -2.22312 16.52210 -2.21908
C -2.28407 15.00547 -2.08798
O -3.04507 14.60118 -0.94049
C -2.94397 13.17297 -0.82198
H -7.71579 17.91289 -1.06880
H -7.27457 19.04043 0.23151
H -7.47379 17.34945 0.50836
H -5.43244 19.76349 -1.36288
H -5.83603 18.51235 -2.57141
H -3.10599 18.67835 -1.11859
H -3.45193 18.96524 -2.81850
H -3.80043 17.03750 -3.22844
H -1.57138 16.89484 -1.42889
H -1.79701 16.83567 -3.17208
H -1.26296 14.62481 -2.06515
H -2.90971 14.69298 -2.92406
H -3.21399 12.62040 -1.72190
H -3.65982 12.87626 -0.05541
H -1.93014 13.02385 -0.45049
C 13.48123 19.53431 0.87152
O 12.81278 18.72463 1.78071
C 12.51100 17.40846 1.25299
C 12.26628 16.25303 2.23140
N 11.01134 16.46704 2.93471
C 10.72432 15.38457 3.82524
C 9.36925 15.42148 4.50208
O 9.44034 14.54887 5.64750
C 8.35885 14.74688 6.59190
H 13.60699 20.56275 1.21002
H 12.93494 19.55479 -0.07148
H 14.50004 19.20830 0.66213
H 13.18393 16.96334 0.52009
H 11.66186 17.55648 0.58579
H 13.11447 16.22437 2.91540
H 12.21488 15.27090 1.76142
H 10.24285 16.46406 2.27933
H 11.47359 15.37228 4.61678
H 10.70647 14.42413 3.31013
H 8.57497 15.00612 3.88184
H 9.16946 16.44515 4.81875
H 7.45005 14.25791 6.24106
H 8.09790 15.79585 6.73212
H 8.64480 14.34253 7.56290
C -13.87805 18.17083 10.71045
O -12.89531 17.25022 10.21286
C -12.01140 17.89009 9.33388
C -11.00501 16.82326 8.74348
N -10.06898 16.24742 9.72804
C -8.94884 15.49378 9.04404
C -9.39454 14.01626 8.75181
O -9.39727 13.27663 10.05395
C -9.82179 11.95408 9.96067
H -13.31408 18.98389 11.16758
H -14.45137 17.69375 11.50531
H -14.48199 18.64311 9.93566
H -11.48682 18.75957 9.73001
H -12.57948 18.31512 8.50640
H -10.43040 17.32634 7.96577
H -11.59548 16.01830 8.30590
H -10.59092 15.54092 10.22658
H -8.10784 15.48938 9.73742
H -8.60154 15.99454 8.14031
H -8.69597 13.55567 8.05328
H -10.38496 14.00959 8.29669
H -9.99135 11.49073 10.93261
H -8.97978 11.48128 9.45512
H -10.73659 11.77799 9.39477
C 0.70641 10.04601 11.00396
O 1.97300 9.46630 11.28133
C 2.03376 9.01711 12.66745
C 3.49368 8.67021 12.95958
N 3.81494 7.34447 12.51797
C 5.30187 7.25137 12.34868
C 5.61385 5.79177 11.95540
O 4.94967 5.64662 10.72521
C 4.91519 4.36477 10.15482
H 0.64405 10.17136 9.92299
H 0.55811 11.02255 11.46490
H -0.10216 9.34887 11.22374
H 1.31128 8.26348 12.98075
H 1.79782 9.88215 13.28725
H 3.75603 8.79208 14.01049
H 4.08944 9.44740 12.48089
H 3.47581 7.23989 11.57237
H 5.82729 7.39751 13.29244
H 5.70560 7.91845 11.58703
H 5.12834 5.20961 12.73865
H 6.68860 5.61019 11.96110
H 4.45685 3.63769 10.82518
H 5.95405 4.05516 10.04070
H 4.41547 4.33258 9.18666
*
```

Computed properties:
ΔE to the lowest compared entry with this formula, charge and spin in eV: 8.842
Kohn-Sham gap in hartree: 0.086